Entry 1:
{"formula": "C35H29BHgN9O4S2", "method": "wB97M-V/def2-TZVPD", "orbital_gap_ev": [4.7, 6.4], "de_lowest_ev": 0.000, "multiplicity": 2, "e_lumo_ev": [4.050, 4.038], "total_charge": -2, "symbols": ["Hg", "O", "C", "C", "C", "C", "C", "C", "C", "O", "N", "O", "O", "H", "H", "H", "H", "B", "N", "C", "C", "C", "N", "N", "C", "C", "C", "N", "H", "H", "H", "H", "H", "H", "H", "H", "C", "C", "C", "C", "C", "C", "C", "C", "C", "S", "C", "N", "H", "H", "H", "H", "H", "H", "H", "H", "N", "C", "C", "C", "C", "C", "C", "S", "N", "C", "C", "C", "C", "C", "C", "N", "H", "H", "H", "H", "H", "H", "H", "H", "H"], "positions_angstrom": [[-0.82, -0.73, -0.13], [0.99, -2.18, -0.26], [1.99, -2.39, -0.99], [2.85, -1.49, -1.62], [4.09, -1.99, -1.99], [5.04, -1.14, -2.61], [4.77, 0.24, -2.85], [3.55, 0.70, -2.51], [2.53, -0.12, -1.86], [1.41, 0.37, -1.61], [6.35, -1.67, -2.96], [7.07, -0.85, -3.58], [6.61, -2.79, -2.52], [2.26, -3.49, -1.13], [4.39, -3.03, -1.78], [5.53, 0.94, -3.24], [3.29, 1.75, -2.66], [-2.63, -4.74, -2.30], [-2.06, -3.66, -3.25], [-2.55, -3.14, -4.39], [-1.68, -2.15, -4.84], [-0.66, -2.12, -3.88], [-0.93, -3.01, -2.90], [-2.50, -4.37, -0.82], [-1.94, -5.09, 0.18], [-2.18, -4.44, 1.39], [-2.78, -3.21, 1.01], [-2.96, -3.19, -0.35], [-2.09, -5.80, -2.34], [-3.80, -4.89, -2.66], [-3.46, -3.51, -4.84], [-1.76, -1.51, -5.70], [0.25, -1.55, -3.85], [-1.45, -6.04, 0.02], [-1.82, -4.72, 2.39], [-3.06, -2.31, 1.52], [1.95, 3.10, 0.87], [0.83, 3.54, 0.00], [0.84, 4.93, -0.31], [-0.18, 5.43, -1.04], [-1.11, 4.49, -1.56], [-2.17, 5.00, -2.31], [-3.11, 4.17, -2.90], [-2.92, 2.75, -2.82], [-1.86, 2.22, -2.06], [-1.73, 0.52, -2.25], [-0.98, 3.10, -1.34], [-0.07, 2.66, -0.42], [2.88, 3.65, 0.71], [2.14, 2.02, 0.69], [1.65, 3.21, 1.91], [1.73, 5.52, 0.01], [-0.33, 6.49, -1.15], [-2.25, 6.09, -2.39], [-4.03, 4.51, -3.39], [-3.59, 2.06, -3.32], [-0.21, 0.53, 4.16], [1.09, 0.30, 4.56], [1.61, 0.81, 5.76], [2.79, 0.31, 6.28], [3.56, -0.65, 5.61], [3.09, -1.14, 4.41], [1.86, -0.67, 3.82], [1.42, -1.36, 2.36], [-0.12, -0.76, 2.18], [-0.76, 0.01, 3.04], [-2.13, 0.48, 2.70], [-2.89, 1.37, 3.57], [-3.93, 2.06, 3.02], [-4.31, 1.83, 1.66], [-3.64, 0.83, 0.96], [-2.59, 0.15, 1.49], [-0.81, 1.12, 4.75], [0.97, 1.54, 6.29], [3.16, 0.69, 7.22], [4.57, -0.98, 5.95], [3.64, -1.90, 3.90], [-2.52, 1.58, 4.58], [-4.52, 2.77, 3.62], [-5.05, 2.45, 1.14], [-3.81, 0.51, -0.06]], "lowdin_spin": [0.009, 0.001, 0.000, 0.000, 0.000, 0.000, 0.000, 0.000, 0.000, 0.001, 0.000, 0.000, 0.000, 0.000, 0.000, 0.000, 0.000, 0.000, 0.000, 0.000, 0.000, 0.000, 0.000, 0.000, 0.000, 0.000, 0.001, 0.000, 0.000, 0.000, 0.000, 0.000, 0.000, 0.000, 0.000, 0.001, 0.000, 0.000, 0.000, 0.000, 0.000, 0.000, 0.000, 0.001, 0.000, 0.009, 0.000, 0.000, 0.000, 0.000, 0.000, 0.000, 0.000, 0.000, 0.000, 0.000, 0.038, 0.025, 0.011, 0.011, 0.023, 0.003, 0.033, 0.020, 0.154, 0.164, 0.131, 0.055, 0.034, 0.119, -0.001, 0.145, 0.000, 0.000, 0.000, 0.001, -0.001, 0.004, 0.000, 0.009, -0.003]}


Entry 2:
{"formula": "C5H11NO", "method": "wB97M-V/def2-TZVPD", "orbital_gap_ev": 8.0, "de_lowest_ev": 5.882, "multiplicity": 1, "e_lumo_ev": 0.861, "total_charge": 0, "symbols": ["C", "O", "C", "C", "N", "C", "C", "H", "H", "H", "H", "H", "H", "H", "H", "H", "H", "H"], "positions_angstrom": [[2.62, 0.73, 0.23], [1.41, 0.99, -0.42], [0.64, -0.17, -0.62], [-0.10, -0.65, 0.65], [-1.29, 0.10, 0.21], [-2.67, -0.35, 0.66], [-0.74, 0.23, -1.17], [3.14, 1.68, 0.34], [3.25, 0.03, -0.35], [2.47, 0.30, 1.23], [1.20, -0.93, -1.17], [-0.31, -1.73, 0.64], [0.30, -0.36, 1.63], [-1.78, 0.71, 1.02], [-2.76, -1.44, 0.56], [-3.37, 0.16, -0.02], [-0.80, 1.23, -1.60], [-1.20, -0.52, -1.82]], "mulliken_charge": [-0.708, -0.355, 0.089, -0.659, 0.005, -1.059, -0.681, 0.253, 0.302, 0.268, 0.482, 0.235, 0.348, 0.501, 0.148, 0.234, 0.297, 0.299]}


Entry 3:
{"formula": "C55H77AsGeN4O2P3SSn", "method": "wB97M-V/def2-TZVPD", "orbital_gap_ev": [5.8, 5.3], "multiplicity": 2, "e_lumo_ev": [-6.266, -6.712], "total_charge": 2, "symbols": ["Sn", "C", "C", "C", "P", "C", "N", "Ge", "N", "C", "P", "C", "C", "C", "C", "C", "C", "C", "C", "C", "C", "C", "C", "N", "C", "C", "C", "C", "C", "C", "C", "C", "C", "C", "C", "C", "N", "C", "P", "C", "C", "C", "C", "C", "C", "C", "C", "C", "H", "H", "H", "H", "H", "H", "H", "H", "H", "H", "H", "H", "H", "H", "H", "H", "H", "H", "H", "H", "H", "H", "H", "H", "H", "H", "H", "H", "H", "H", "H", "H", "H", "H", "H", "H", "H", "H", "H", "H", "H", "H", "H", "H", "H", "H", "H", "H", "H", "H", "H", "H", "H", "H", "H", "H", "H", "H", "H", "H", "O", "C", "O", "C", "C", "C", "C", "C", "C", "S", "H", "H", "H", "H", "C", "As", "C", "C", "C", "C", "C", "C", "C", "C", "H", "H", "H", "H", "H", "H", "H", "H", "H", "H", "H", "H", "H"], "positions_angstrom": [[-0.25, -0.39, 0.53], [4.62, 2.90, -0.37], [4.22, 2.24, -1.70], [5.35, 1.34, -2.19], [2.65, 1.26, -1.49], [1.35, 2.58, -1.58], [1.27, 3.37, -0.36], [0.54, 2.82, 1.25], [-1.19, 3.56, 1.17], [-2.41, 2.96, 0.60], [-2.22, 2.28, -1.12], [-3.86, 1.39, -1.16], [-3.77, 0.05, -0.46], [-4.37, 1.19, -2.59], [-2.60, 3.78, -2.15], [-2.16, 3.52, -3.60], [-1.92, 5.05, -1.63], [-1.43, 4.30, 2.36], [-2.65, 4.50, 2.98], [-2.70, 5.27, 4.14], [-1.55, 5.79, 4.70], [-0.32, 5.61, 4.07], [-0.29, 4.91, 2.88], [0.92, 4.62, 2.08], [1.07, 5.44, 0.85], [0.98, 6.82, 0.93], [1.24, 7.58, -0.20], [1.59, 6.94, -1.38], [1.63, 5.56, -1.46], [1.33, 4.76, -0.35], [2.13, 4.55, 2.89], [2.72, 5.65, 3.47], [3.81, 5.46, 4.31], [4.26, 4.18, 4.56], [3.69, 3.08, 3.93], [2.63, 3.26, 3.04], [2.10, 2.28, 2.17], [2.71, 0.97, 2.17], [1.59, -0.45, 2.47], [2.71, -1.90, 2.33], [3.75, -2.06, 3.44], [3.40, -1.90, 0.96], [0.83, -0.30, 4.14], [1.79, -0.15, 5.33], [-0.17, 0.87, 4.15], [2.40, 0.46, -3.14], [1.17, -0.44, -3.10], [2.36, 1.41, -4.34], [5.39, 3.65, -0.55], [5.03, 2.15, 0.31], [3.78, 3.39, 0.13], [4.03, 3.02, -2.44], [5.42, 0.43, -1.59], [6.30, 1.86, -2.12], [5.22, 1.04, -3.23], [0.40, 2.06, -1.74], [1.50, 3.22, -2.45], [-3.12, 3.78, 0.51], [-2.87, 2.22, 1.26], [-4.58, 2.02, -0.62], [-3.05, -0.61, -0.97], [-4.74, -0.46, -0.47], [-3.46, 0.13, 0.59], [-3.68, 0.57, -3.17], [-4.52, 2.12, -3.13], [-5.34, 0.67, -2.56], [-3.68, 3.93, -2.11], [-1.09, 3.68, -3.69], [-2.66, 4.22, -4.28], [-2.38, 2.51, -3.94], [-0.85, 4.91, -1.51], [-2.32, 5.39, -0.68], [-2.07, 5.86, -2.35], [-3.56, 4.08, 2.59], [-3.65, 5.44, 4.63], [-1.59, 6.35, 5.62], [0.58, 6.00, 4.51], [0.70, 7.29, 1.86], [1.18, 8.66, -0.15], [1.82, 7.53, -2.26], [1.88, 5.10, -2.41], [2.35, 6.64, 3.26], [4.29, 6.31, 4.77], [5.09, 4.01, 5.23], [4.12, 2.11, 4.13], [3.51, 0.90, 2.90], [3.16, 0.78, 1.19], [2.02, -2.75, 2.38], [4.37, -1.17, 3.56], [4.42, -2.88, 3.17], [3.31, -2.31, 4.40], [4.21, -1.16, 0.93], [2.72, -1.69, 0.14], [3.84, -2.88, 0.79], [0.26, -1.23, 4.23], [2.56, 0.60, 5.14], [2.27, -1.09, 5.59], [1.22, 0.18, 6.20], [0.36, 1.83, 4.15], [-0.76, 0.84, 5.07], [-0.87, 0.83, 3.31], [3.28, -0.19, -3.25], [0.26, 0.13, -2.90], [1.26, -1.22, -2.33], [1.03, -0.94, -4.06], [1.44, 2.00, -4.34], [2.38, 0.83, -5.27], [3.21, 2.09, -4.36], [-0.59, -4.04, -0.94], [-0.17, -3.36, -0.01], [0.44, -2.23, -0.19], [-0.27, -3.85, 1.40], [0.34, -5.05, 1.74], [0.30, -5.51, 3.05], [-0.37, -4.77, 4.01], [-0.99, -3.58, 3.67], [-0.94, -3.10, 2.37], [-1.87, -1.64, 1.95], [0.84, -5.63, 0.97], [0.77, -6.44, 3.31], [-0.42, -5.12, 5.04], [-1.54, -3.02, 4.42], [-2.05, -4.87, -3.41], [-2.58, -3.37, -2.33], [-3.80, -2.35, -3.45], [-3.57, -4.03, -0.77], [-4.96, -4.36, -1.21], [-5.98, -3.42, -1.09], [-7.26, -3.72, -1.52], [-7.54, -4.96, -2.08], [-6.53, -5.90, -2.21], [-5.24, -5.60, -1.77], [-2.95, -5.34, -3.81], [-1.48, -5.56, -2.79], [-1.43, -4.51, -4.23], [-4.56, -3.04, -3.82], [-3.24, -1.93, -4.28], [-4.28, -1.56, -2.87], [-3.53, -3.25, -0.01], [-3.00, -4.89, -0.43], [-5.77, -2.45, -0.64], [-8.06, -2.99, -1.41], [-8.54, -5.19, -2.41], [-6.74, -6.87, -2.63], [-4.46, -6.35, -1.86]], "lowdin_spin": [0.004, 0.000, 0.000, 0.000, 0.000, 0.000, 0.000, 0.000, 0.000, 0.000, 0.000, 0.000, 0.003, 0.000, 0.000, 0.000, 0.000, 0.000, 0.000, 0.000, 0.000, 0.000, 0.000, 0.000, 0.000, 0.000, 0.000, 0.000, 0.000, 0.000, 0.000, 0.000, 0.000, 0.000, 0.000, 0.000, 0.000, 0.000, 0.000, 0.000, 0.000, 0.000, 0.000, 0.000, 0.000, 0.000, 0.001, 0.000, 0.000, 0.000, 0.000, 0.000, 0.000, 0.000, 0.000, 0.000, 0.000, 0.000, 0.000, 0.000, 0.005, 0.000, 0.000, 0.000, 0.000, 0.000, 0.000, 0.000, 0.000, 0.000, 0.000, 0.000, 0.000, 0.000, 0.000, 0.000, 0.000, 0.000, 0.000, 0.000, 0.000, 0.000, 0.000, 0.000, 0.000, 0.000, 0.000, 0.000, 0.000, 0.000, 0.000, 0.000, 0.000, 0.000, 0.000, 0.000, 0.000, 0.000, 0.000, 0.000, 0.000, 0.000, 0.000, 0.000, 0.000, 0.000, 0.000, 0.000, 0.092, 0.019, 0.006, 0.004, 0.000, 0.000, 0.000, 0.001, 0.001, 0.001, 0.000, 0.000, 0.000, 0.000, 0.058, 0.520, 0.111, 0.058, 0.018, 0.017, 0.000, 0.024, -0.001, 0.020, 0.013, -0.001, 0.002, 0.018, 0.000, 0.000, 0.001, 0.001, 0.001, 0.000, 0.001, -0.001, 0.001]}


Entry 4:
{"formula": "C3H8O2S", "method": "wB97M-V/def2-TZVPD", "orbital_gap_ev": 9.8, "de_lowest_ev": 1.427, "multiplicity": 1, "e_lumo_ev": 0.831, "total_charge": 0, "symbols": ["O", "C", "O", "H", "H", "C", "C", "S", "H", "H", "H", "H", "H", "H"], "positions_angstrom": [[-1.33, -4.96, 4.90], [-0.23, -4.57, 4.99], [0.07, -3.52, 5.83], [0.63, -4.93, 4.45], [-0.57, -3.40, 6.61], [-0.09, 3.12, -2.50], [-0.11, 2.06, -3.58], [0.88, 0.59, -3.19], [-0.67, 3.79, -3.10], [0.85, 3.67, -2.32], [-0.34, 2.84, -1.42], [-1.16, 1.79, -3.73], [0.19, 2.40, -4.61], [1.88, 1.12, -2.33]], "mulliken_charge": [-0.438, 0.242, -0.471, 0.324, 0.343, -1.057, -0.300, -0.287, 0.298, 0.341, 0.305, 0.280, 0.300, 0.120]}